Here is a structure of composition C25H22N3O2S4SbSc from the Open Molecules 2025 dataset. Energies are from ωB97M-V/def2-TZVPD.

Geometry as XYZ:
```
58
C25H22N3O2S4SbSc | the Open Molecules 2025 dataset | ωB97M-V/def2-TZVPD
Sc -1.467 -0.740 -1.621
O -7.111 -2.749 -0.220
C -6.131 -2.292 -0.726
S -5.760 -0.537 -0.742
C -4.244 -0.652 -1.636
C -3.914 -1.875 -2.105
S -2.495 -2.316 -3.050
S -4.978 -3.213 -1.709
S -3.296 0.814 -1.686
C 2.738 5.783 -1.110
C 1.507 5.614 -1.725
C 0.833 4.407 -1.614
C 1.396 3.365 -0.892
C 2.629 3.540 -0.263
C 3.300 4.747 -0.376
Sb 0.479 1.486 -0.759
C 1.102 0.694 1.116
C 0.313 0.976 2.230
C 0.605 0.431 3.473
C 1.699 -0.409 3.621
C 2.486 -0.711 2.517
C 2.185 -0.170 1.273
C 1.661 0.364 -2.112
C 3.045 0.204 -2.065
C 3.701 -0.588 -2.994
C 2.994 -1.235 -3.999
C 1.625 -1.060 -4.093
C 0.981 -0.258 -3.155
H 3.258 6.728 -1.198
H 1.065 6.424 -2.289
H -0.132 4.292 -2.095
H 3.066 2.743 0.330
H 4.256 4.884 0.112
H -0.553 1.624 2.141
H -0.016 0.671 4.326
H 1.942 -0.824 4.590
H 3.337 -1.372 2.620
H 2.786 -0.463 0.423
H 3.635 0.720 -1.316
H 4.776 -0.695 -2.936
H 3.520 -1.849 -4.717
H 1.057 -1.514 -4.894
H -0.085 -0.058 -3.386
C -2.081 -2.939 3.796
N -1.730 -2.534 2.450
C -0.438 -2.751 1.819
C -0.680 -2.086 0.498
O 0.067 -1.930 -0.474
N -1.920 -1.554 0.440
C -2.515 -1.826 1.628
N -3.724 -1.419 1.953
H -1.318 -3.618 4.167
H -3.029 -3.479 3.798
H -2.136 -2.080 4.468
H -0.205 -3.810 1.708
H 0.370 -2.236 2.351
H -4.337 -0.975 1.273
H -4.121 -1.695 2.836
```

* charge: +1
* largest force on an atom: 0.9 eV Å⁻¹
* HOMO: -10.38 eV
* HOMO-LUMO gap: 7.59 eV
* relative energy (zero: lowest compared OMol25 entry of this formula, charge and spin): 0.00 kcal/mol

Atom charges from the natural (NBO) analysis, given in e for atoms 1 to 2: 1.144 -0.527

---

Here is a structure of composition C25H23BF3N5O5S2Sr from the Open Molecules 2025 dataset. Energies are from ωB97M-V/def2-TZVPD.

Geometry as XYZ:
```
65
C25H23BF3N5O5S2Sr | the Open Molecules 2025 dataset | ωB97M-V/def2-TZVPD
Sr 3.235 0.925 0.806
N 3.210 0.462 5.802
C 3.026 0.733 4.432
S 4.429 0.467 3.433
N 1.854 1.170 4.124
N 1.658 1.500 2.782
C 0.553 2.173 2.568
C -0.358 2.529 3.705
C -1.564 1.856 3.847
C -2.438 2.185 4.875
C -2.114 3.198 5.767
C -0.909 3.875 5.626
C -0.035 3.540 4.602
C 0.117 2.586 1.289
C -0.926 3.493 1.036
C -1.028 4.116 -0.193
C 0.136 4.072 -1.039
C 1.075 3.136 -0.846
N 0.739 2.055 0.070
H 3.880 -0.277 5.946
H 2.325 0.296 6.261
H -1.813 1.077 3.135
H -3.377 1.652 4.977
H -2.796 3.459 6.568
H -0.647 4.665 6.320
H 0.913 4.051 4.496
H -1.600 3.763 1.842
H -1.817 4.830 -0.391
H 0.322 4.870 -1.751
H 2.057 3.130 -1.303
C -1.450 -4.846 -3.609
C -1.976 -3.457 -3.997
C -3.481 -3.546 -4.283
C -1.271 -3.031 -5.286
C -1.720 -2.477 -2.850
C -2.268 -2.739 -1.594
C -2.039 -1.923 -0.486
C -1.238 -0.822 -0.674
O -0.841 0.118 0.227
B -0.001 0.976 -0.502
O 0.053 0.596 -1.848
C -0.700 -0.539 -1.922
C -0.922 -1.339 -3.017
H -1.611 -5.556 -4.426
H -1.955 -5.229 -2.722
H -0.382 -4.804 -3.390
H -3.674 -4.252 -5.096
H -3.876 -2.570 -4.572
H -4.033 -3.882 -3.404
H -1.476 -3.761 -6.073
H -0.190 -2.978 -5.149
H -1.621 -2.056 -5.631
H -2.882 -3.622 -1.458
H -2.453 -2.152 0.486
H -0.454 -1.087 -3.957
F 4.161 -2.772 -2.675
C 3.128 -2.016 -2.269
F 3.334 -0.769 -2.692
F 2.026 -2.481 -2.878
S 2.952 -2.086 -0.437
O 2.675 -3.470 -0.188
O 1.864 -1.128 -0.173
O 4.212 -1.548 0.048
N 5.312 3.167 -1.503
C 4.687 2.497 -0.788
```

* charge: -2
* largest force on an atom: 0.7 eV Å⁻¹
* HOMO: -0.88 eV
* HOMO-LUMO gap: 4.77 eV
* relative energy (zero: lowest compared OMol25 entry of this formula, charge and spin): 0.00 kcal/mol

Atom charges from the natural (NBO) analysis, given in e for atoms 1 to 2: 1.759 -0.841

---

Here is a structure of composition C25H23ClN6O2PS2Sr in a non-equilibrium geometry from the Open Molecules 2025 dataset. Energies are from ωB97M-V/def2-TZVPD.

Geometry as XYZ:
```
61
C25H23ClN6O2PS2Sr | the Open Molecules 2025 dataset | ωB97M-V/def2-TZVPD
Sr -0.921 0.140 -1.373
N 2.791 0.711 -0.049
P 1.322 0.784 0.841
C 1.925 1.303 2.512
C 2.017 2.645 2.833
C 2.569 3.011 4.081
C 2.879 2.049 5.005
C 2.615 0.696 4.738
C 2.214 0.322 3.482
C 0.855 -0.960 1.228
C -0.279 -1.122 1.995
C -0.611 -2.405 2.375
C 0.172 -3.489 2.012
C 1.212 -3.324 1.131
C 1.625 -2.016 0.833
C 2.904 0.492 -1.398
C 4.023 0.820 -2.067
C 4.135 0.542 -3.424
C 2.984 0.149 -4.119
C 1.891 -0.227 -3.334
N 1.814 -0.039 -2.036
H 3.670 0.780 0.517
H 1.780 3.355 1.994
H 2.785 4.001 4.276
H 3.337 2.272 5.911
H 2.953 -0.042 5.471
H 2.197 -0.743 3.357
H -0.974 -0.336 2.331
H -1.516 -2.583 2.898
H 0.032 -4.464 2.419
H 1.836 -4.212 1.027
H 2.569 -1.833 0.375
H 4.890 1.276 -1.546
H 4.958 0.909 -4.060
H 2.962 0.023 -5.160
H 1.057 -0.539 -3.882
N -3.017 -3.108 -1.520
C -3.625 -2.172 -0.760
N -3.137 -0.990 -0.499
C -3.955 -0.348 0.466
C -5.002 -1.052 0.892
S -5.055 -2.568 0.129
C -3.614 1.097 0.764
C -4.377 1.837 1.600
S -3.811 3.494 1.644
C -2.597 3.009 0.481
N -2.619 1.761 0.079
N -1.615 3.823 0.160
H -2.221 -2.920 -2.059
H -3.587 -3.775 -1.976
H -5.764 -0.781 1.572
H -5.207 1.590 2.229
H -1.692 4.840 0.321
H -1.082 3.621 -0.627
Cl 0.162 -1.723 -5.901
C -1.366 -0.885 -5.458
C -1.287 -0.504 -4.029
O -1.406 0.737 -3.753
O -1.122 -1.354 -3.133
H -2.238 -1.568 -5.728
H -1.438 -0.010 -6.090
```

* charge: +1
* largest force on an atom: 3.3 eV Å⁻¹
* HOMO: -10.56 eV
* HOMO-LUMO gap: 8.51 eV

Atom charges from the natural (NBO) analysis, given in e for atoms 1 to 2: 1.814 -0.912

---

Here is a structure of composition C25H23CrN2O8PS2 in a non-equilibrium geometry from the Open Molecules 2025 dataset. Energies are from ωB97M-V/def2-TZVPD.

Geometry as XYZ:
```
62
C25H23CrN2O8PS2 | the Open Molecules 2025 dataset | ωB97M-V/def2-TZVPD
Cr -0.618 -0.747 0.804
O -1.893 -3.727 -1.003
S -1.148 -2.511 -1.008
O -0.014 -2.473 -0.021
O -1.939 -1.289 -0.655
C -0.374 -2.172 -2.536
C -0.410 -3.095 -3.564
C 0.289 -2.816 -4.728
C 1.006 -1.634 -4.831
C 1.038 -0.725 -3.781
C 0.342 -0.975 -2.605
P 0.418 0.229 -1.203
C 2.208 0.517 -1.097
C 3.034 -0.604 -1.005
C 4.397 -0.452 -0.811
C 4.947 0.818 -0.699
C 4.130 1.936 -0.782
C 2.764 1.789 -0.975
C -0.346 1.725 -1.878
C -1.616 2.057 -1.407
C -2.290 3.150 -1.931
C -1.698 3.916 -2.923
C -0.425 3.600 -3.383
C 0.253 2.512 -2.863
H -0.978 -4.008 -3.440
H 0.279 -3.522 -5.547
H 1.558 -1.414 -5.735
H 1.622 0.181 -3.880
H 2.612 -1.600 -1.086
H 5.029 -1.328 -0.748
H 6.012 0.938 -0.553
H 4.557 2.927 -0.701
H 2.136 2.666 -1.065
H -2.081 1.454 -0.636
H -3.276 3.400 -1.563
H -2.227 4.763 -3.339
H 0.042 4.205 -4.148
H 1.253 2.295 -3.217
O -3.931 -0.534 5.535
C -4.141 -1.691 4.925
O -4.937 -2.499 5.313
C -3.302 -1.979 3.720
C -3.258 -3.189 3.051
N -2.375 -3.074 2.051
N -1.842 -1.850 2.025
C -2.395 -1.172 3.022
C -2.014 0.273 3.034
O -2.219 0.983 4.003
O -1.440 0.650 1.936
H -3.310 0.069 5.065
H -3.807 -4.095 3.247
H -2.157 -3.744 1.323
C 1.166 2.214 2.337
S 1.871 0.591 2.644
C 1.400 0.502 4.373
O 0.996 -0.454 1.959
H 1.607 2.903 3.056
H 0.085 2.160 2.466
H 1.427 2.514 1.332
H 2.054 1.174 4.928
H 1.571 -0.521 4.703
H 0.355 0.785 4.493
```

* charge: +1
* largest force on an atom: 1.0 eV Å⁻¹
* HOMO (spin up / spin down): -12.36 / -12.34 eV
* HOMO-LUMO gap (spin up / spin down): 8.77 / 9.17 eV
* spin multiplicity: 4

Atom charges from the natural (NBO) analysis, given in e for atoms 1 to 2: 1.206 -0.901

---

Here is a structure of composition C25H23InN7OS2 in a non-equilibrium geometry from the Open Molecules 2025 dataset. Energies are from ωB97M-V/def2-TZVPD.

Geometry as XYZ:
```
59
C25H23InN7OS2 | the Open Molecules 2025 dataset | ωB97M-V/def2-TZVPD
In 1.024 -0.028 -0.673
C -0.362 -1.839 -4.641
C -0.743 -3.099 -4.278
C -0.577 -3.531 -2.972
C -0.098 -2.642 -2.028
N 0.107 -1.364 -2.362
C 0.062 -0.964 -3.620
C 0.240 -3.009 -0.634
C -0.017 -4.249 -0.122
C 0.290 -4.554 1.220
C 0.848 -3.531 1.979
C 1.128 -2.273 1.408
N 0.837 -2.089 0.144
C 1.746 -1.183 2.151
C 2.189 -1.287 3.527
C 2.862 -0.178 4.095
C 3.043 0.998 3.356
C 2.649 0.979 1.958
N 2.018 -0.067 1.447
H -0.302 -1.404 -5.601
H -1.145 -3.842 -4.920
H -0.731 -4.608 -2.870
H 0.152 0.105 -3.786
H -0.507 -5.051 -0.761
H 0.044 -5.470 1.656
H 1.020 -3.731 2.954
H 2.123 -2.202 3.993
H 3.261 -0.292 5.125
H 3.338 1.921 3.844
H 2.811 1.892 1.347
S 3.240 0.284 -1.717
C 2.618 1.895 -1.997
S 0.934 2.210 -1.580
C 3.386 2.943 -2.411
C 4.756 2.862 -2.707
N 5.854 2.680 -2.920
C 2.762 4.252 -2.430
N 2.073 5.163 -2.311
C -2.872 -0.414 -0.860
N -2.887 0.609 0.237
C -4.087 1.432 0.347
C -4.012 2.327 1.549
C -2.703 3.136 1.446
N -1.599 2.155 1.355
C -0.307 2.503 1.916
C -1.715 0.991 0.762
O -0.757 0.242 0.595
H -3.938 -0.523 -0.940
H -2.435 -1.396 -0.530
H -2.321 -0.020 -1.747
H -4.908 0.764 0.408
H -4.281 2.120 -0.512
H -4.098 1.864 2.452
H -4.846 3.016 1.512
H -2.433 3.680 2.389
H -2.724 3.851 0.648
H -0.215 3.582 1.760
H 0.487 2.077 1.374
H -0.284 2.305 2.981
```

* charge: +1
* largest force on an atom: 4.3 eV Å⁻¹
* HOMO: -10.31 eV
* HOMO-LUMO gap: 6.28 eV

Atom charges from the natural (NBO) analysis, given in e for atoms 1 to 2: 1.430 -0.214

---

Here is an isolated molecule of C25H23N3O4 in a non-equilibrium geometry from the Open Molecules 2025 dataset. Energies are from ωB97M-V/def2-TZVPD.

Geometry as XYZ:
```
55
C25H23N3O4 | the Open Molecules 2025 dataset | ωB97M-V/def2-TZVPD
O -1.306 -0.332 -3.041
C -1.411 -0.787 -1.916
C -2.634 -1.636 -1.543
N -3.492 -0.949 -0.613
C -3.824 -1.438 0.643
O -3.371 -2.466 1.106
C -4.765 -0.456 1.229
C -5.454 -0.340 2.410
C -6.272 0.793 2.582
C -6.408 1.776 1.627
C -5.712 1.685 0.402
C -5.706 2.570 -0.703
C -4.944 2.281 -1.808
C -4.140 1.125 -1.928
C -4.133 0.256 -0.870
C -4.912 0.552 0.264
N -0.515 -0.534 -0.946
C -0.451 -1.107 0.378
C 0.849 -1.901 0.534
N 1.981 -1.030 0.291
C 3.256 -1.663 0.579
C 4.366 -0.645 0.600
C 4.176 0.551 1.277
C 5.163 1.530 1.335
C 6.349 1.260 0.697
C 6.550 0.058 0.017
C 5.574 -0.906 -0.049
O 7.808 0.047 -0.526
C 8.394 1.280 -0.167
O 7.477 2.033 0.596
C 1.921 -0.515 -1.065
C 0.639 0.293 -1.239
H -3.178 -1.825 -2.476
H -2.350 -2.591 -1.096
H -5.381 -1.085 3.187
H -6.818 0.889 3.510
H -7.051 2.624 1.814
H -6.301 3.471 -0.671
H -4.952 2.969 -2.641
H -3.557 0.958 -2.819
H -1.295 -1.760 0.584
H -0.453 -0.289 1.107
H 0.908 -2.286 1.554
H 0.835 -2.760 -0.163
H 3.179 -2.124 1.569
H 3.493 -2.461 -0.147
H 3.227 0.722 1.759
H 5.012 2.460 1.858
H 5.743 -1.828 -0.582
H 8.663 1.839 -1.078
H 9.304 1.096 0.426
H 2.785 0.129 -1.233
H 1.941 -1.333 -1.809
H 0.545 0.655 -2.263
H 0.649 1.140 -0.546
```

* largest force on an atom: 1.3 eV Å⁻¹
* HOMO: -8.06 eV
* SMILES: O=C(CN1C(=O)c2cccc3cccc1c23)N1CCN(Cc2ccc3c(c2)OCO3)CC1
* HOMO-LUMO gap: 7.68 eV
* relative energy (zero: lowest compared OMol25 entry of this formula, charge and spin): 33.35 kcal/mol

Atom charges from the natural (NBO) analysis, given in e for atoms 1 to 2: -0.637 0.675